The following is a quantum chemistry calculation of a single C14H10Br4O4 molecule in a non-equilibrium geometry, from OMol25.

Output
SMILES: C=CC(=O)OCc1c(Br)c(Br)c(COC(=O)C=C)c(Br)c1Br
E_HOMO in eV: -9.243
Frontier orbital gap in eV: 9.007
Energy above the lowest of the compared OMol25 structures with the same formula, charge and spin in kcal/mol: 40.7
LUMO energy in eV: -0.24

Last column: Mulliken charge in e.
Element x y z (Å)
C  -1.34  1.46  -5.76  -0.713
C  -2.17  0.35  -5.51  -0.103
C  -2.20  -0.56  -4.44  0.503
O  -3.22  -1.20  -4.39  -0.543
O  -1.22  -0.42  -3.41  -0.284
C  -1.35  -1.22  -2.28  -1.355
C  -0.54  -0.59  -1.16  1.119
C  0.26  -1.38  -0.32  -0.514
Br  0.05  -3.28  -0.41  -0.146
C  1.06  -0.75  0.62  0.102
Br  2.23  -1.84  1.52  -0.156
C  0.78  0.62  0.97  1.668
C  1.40  1.20  2.12  -1.069
O  1.01  0.52  3.36  -0.217
C  1.89  0.57  4.37  0.592
O  2.71  1.44  4.48  -0.489
C  1.60  -0.36  5.53  -0.247
C  2.37  -1.41  5.92  -0.626
C  -0.13  1.41  0.25  -0.669
Br  -0.68  3.28  0.78  -0.177
C  -0.89  0.70  -0.71  0.087
Br  -2.46  1.52  -1.38  -0.126
H  -0.56  1.67  -5.11  0.304
H  -1.60  2.16  -6.52  0.274
H  -3.09  0.30  -6.09  0.328
H  -0.98  -2.16  -2.62  0.625
H  -2.33  -1.42  -1.97  0.487
H  1.06  2.29  2.29  0.129
H  2.50  1.10  2.01  0.414
H  0.54  -0.32  5.77  0.268
H  3.33  -1.54  5.44  0.276
H  1.98  -2.16  6.64  0.259

---

The following is a quantum chemistry calculation of 2 unconnected molecules or ions with the total composition C3H4Br2O in a non-equilibrium geometry, from OMol25.

Output
E_HOMO in eV: -9.036
Frontier orbital gap in eV: 9.376
Energy above the lowest of the compared OMol25 structures with the same formula, charge and spin in kcal/mol: 59.4
LUMO energy in eV: 0.34

Last column: Mulliken charge in e.
Element x y z (Å)
C  -0.78  -0.21  -0.32  -0.250
C  -1.74  0.44  0.38  -0.295
C  1.28  -0.17  0.28  -0.130
O  1.96  -1.14  -0.36  -0.447
Br  -3.63  0.11  -0.05  -0.190
Br  1.73  1.68  -0.06  -0.092
H  -0.86  -0.72  -1.22  0.374
H  -1.76  1.30  1.13  0.315
H  1.32  -0.44  1.38  0.329
H  2.48  -0.84  -1.15  0.385

---

The following is a quantum chemistry calculation of a single C4H4ClF molecule in a non-equilibrium geometry, from OMol25.

Output
SMILES: C=C/C=C(\F)Cl
E_HOMO in eV: -8.815
Frontier orbital gap in eV: 9.400
Energy above the lowest of the compared OMol25 structures with the same formula, charge and spin in kcal/mol: 8.4
LUMO energy in eV: 0.59

Last column: Mulliken charge in e.
Element x y z (Å)
C  1.53  0.56  0.22  -0.759
C  0.82  -0.58  -0.10  -0.063
C  -0.61  -0.67  -0.14  -0.424
C  -1.47  0.29  -0.06  0.562
F  -1.22  1.57  -0.20  -0.218
Cl  -3.15  -0.03  0.10  -0.174
H  2.66  0.49  0.30  0.213
H  1.04  1.50  0.30  0.266
H  1.35  -1.48  -0.29  0.306
H  -0.95  -1.66  -0.13  0.291

---

The following is a quantum chemistry calculation of 2 unconnected molecules or ions with the total composition C3H4N2OS in a non-equilibrium geometry, from OMol25.

Output
SMILES: C#[N+][S-].CN=C=O
E_HOMO in eV: -8.343
Frontier orbital gap in eV: 8.883
Energy above the lowest of the compared OMol25 structures with the same formula, charge and spin in kcal/mol: 81.5
LUMO energy in eV: 0.54

Last column: Mulliken charge in e.
Element x y z (Å)
C  -0.25  1.04  -3.83  0.029
N  0.48  0.75  -2.92  -0.191
S  1.42  0.70  -1.70  -0.194
H  -1.02  1.41  -4.50  0.352
C  -0.55  1.53  1.42  -0.823
N  -0.97  0.99  0.20  -0.156
C  -1.72  0.34  -0.46  0.536
O  -2.21  -0.21  -1.39  -0.511
H  -0.36  2.59  1.35  0.293
H  -1.17  1.04  2.11  0.366
H  0.37  1.20  1.81  0.300

---

The following is a quantum chemistry calculation of a molecular structure, C25H37InN3O4Sb, from OMol25.

Output
Total charge: +2
E_HOMO (spin up / spin down) in eV: -12.845 / -14.331
Frontier orbital gap (spin up / spin down) in eV: 4.713 / 6.861
Energy above the lowest of the compared OMol25 structures with the same formula, charge and spin in kcal/mol: 77.9
LUMO energy (spin up / spin down) in eV: -8.13 / -7.47

Last column: Mulliken charge in e.
Element x y z (Å)
In  -0.69  -0.53  0.40  1.130
O  -4.24  4.12  -5.45  -0.447
C  -3.11  3.53  -5.06  0.620
O  -2.16  3.48  -5.77  -0.499
C  -3.05  2.93  -3.67  0.945
C  -1.77  2.58  -3.23  -1.147
C  -1.60  1.96  -2.02  -0.180
C  -2.72  1.65  -1.20  1.033
C  -4.01  2.04  -1.65  -0.822
C  -4.16  2.67  -2.86  -1.234
N  -2.45  1.05  -0.03  -0.180
C  -3.47  0.59  0.86  0.318
C  -2.85  -1.20  2.45  0.380
C  -3.84  -1.37  3.41  -0.461
C  -3.44  -1.87  4.64  -0.502
C  -2.10  -2.17  4.85  -0.697
C  -1.20  -1.95  3.83  -0.349
N  -1.57  -1.46  2.65  -0.018
H  -4.93  4.17  -4.79  0.293
H  -0.93  2.81  -3.87  0.486
H  -0.62  1.68  -1.66  0.500
H  -4.88  1.87  -1.03  0.422
H  -5.16  2.94  -3.18  0.236
H  -4.47  0.55  0.43  0.414
H  -4.87  -1.13  3.19  0.538
H  -4.17  -2.03  5.42  0.476
H  -1.77  -2.57  5.80  0.447
H  -0.14  -2.17  3.95  0.444
N  -0.04  1.50  1.87  -0.320
C  -1.12  2.48  2.18  -0.948
C  -2.29  1.81  2.92  -0.378
C  -3.54  1.54  2.10  0.374
O  -4.60  2.05  2.35  -0.529
O  -3.08  -0.75  1.18  -0.648
H  0.35  1.17  2.74  0.267
H  0.71  2.01  1.40  0.164
H  -1.46  2.91  1.24  0.376
H  -0.74  3.29  2.80  0.566
H  -2.62  2.44  3.74  0.466
H  -1.94  0.87  3.35  0.066
C  4.44  1.14  0.67  -1.248
C  3.96  0.67  -0.70  0.170
C  5.05  0.08  -1.57  -1.180
Sb  2.34  -0.84  -0.39  -0.163
C  2.96  -2.35  1.11  0.262
C  4.35  -2.89  0.78  -1.224
C  1.89  -3.43  1.17  -1.151
C  1.80  -1.88  -2.27  0.328
C  1.46  -0.81  -3.30  -1.254
C  2.88  -2.85  -2.72  -1.274
H  5.19  1.92  0.52  0.453
H  4.91  0.33  1.23  0.277
H  3.64  1.57  1.27  0.256
H  3.44  1.47  -1.22  0.480
H  5.54  -0.77  -1.10  0.232
H  5.82  0.84  -1.73  0.476
H  4.68  -0.21  -2.55  0.270
H  2.99  -1.78  2.04  0.456
H  4.38  -3.38  -0.20  0.217
H  4.62  -3.63  1.53  0.478
H  5.11  -2.10  0.80  0.274
H  1.81  -3.98  0.23  0.251
H  0.91  -3.03  1.44  0.102
H  2.17  -4.16  1.94  0.483
H  0.90  -2.42  -1.98  0.459
H  2.32  -0.18  -3.53  0.274
H  0.64  -0.18  -2.97  0.231
H  1.16  -1.30  -4.23  0.458
H  3.82  -2.35  -2.94  0.230
H  2.55  -3.33  -3.64  0.483
H  3.05  -3.64  -1.99  0.291

---

The following is a quantum chemistry calculation of a molecular structure, C12H14BrCuIN2 in a non-equilibrium geometry, from OMol25.

Output
E_HOMO (spin up / spin down) in eV: -8.353 / -8.275
Frontier orbital gap (spin up / spin down) in eV: 7.388 / 6.591
Multiplicity: 2
LUMO energy (spin up / spin down) in eV: -0.96 / -1.68

Last column: Mulliken charge in e.
Element x y z (Å)
C  2.78  2.45  0.34  -0.502
C  1.76  3.28  -0.24  -0.533
H  2.63  2.38  1.45  0.188
H  3.81  2.80  0.02  0.356
H  2.69  1.41  -0.19  0.098
H  0.70  2.80  -0.13  0.014
H  1.72  4.17  0.40  0.289
H  1.89  3.45  -1.34  0.350
C  1.64  -1.51  1.30  0.059
C  1.61  -2.80  1.83  -0.724
C  0.43  -3.56  1.61  -0.378
C  -0.63  -3.01  0.88  -0.676
H  2.47  -0.81  1.41  0.406
H  2.48  -3.17  2.38  0.391
H  0.39  -4.56  2.03  0.397
H  -1.55  -3.55  0.69  0.349
N  0.62  -1.01  0.62  0.300
C  -0.52  -1.71  0.36  0.699
C  -1.52  -0.96  -0.43  0.574
N  -1.14  0.29  -0.76  0.299
C  -1.90  1.14  -1.44  0.065
C  -3.63  -0.51  -1.55  -0.348
C  -3.19  0.79  -1.86  -0.745
H  -1.43  2.10  -1.61  0.398
H  -3.78  1.53  -2.41  0.375
C  -2.80  -1.40  -0.83  -0.759
H  -3.10  -2.40  -0.56  0.386
H  -4.62  -0.81  -1.88  0.404
Cu  0.59  0.79  -0.10  -0.957
I  -0.28  2.01  2.16  -0.316
Br  1.89  0.40  -2.15  -0.460

---

The following is a quantum chemistry calculation of a single C6H10O molecule in a non-equilibrium geometry, from OMol25.

Output
SMILES: C/C(=C\O)C1CC1
E_HOMO in eV: -7.943
Frontier orbital gap in eV: 8.800
Energy above the lowest of the compared OMol25 structures with the same formula, charge and spin in kcal/mol: 53.9
LUMO energy in eV: 0.86

Last column: Mulliken charge in e.
Element x y z (Å)
C  2.06  0.13  0.49  -1.383
C  0.65  0.16  -0.05  0.280
C  0.16  1.27  -0.63  -0.293
O  0.53  2.54  -0.33  -0.564
C  -0.26  -0.99  -0.19  -0.091
C  -1.49  -1.30  0.62  -0.584
C  -1.75  -0.49  -0.58  -0.883
H  2.15  0.29  1.57  0.309
H  2.66  0.90  -0.02  0.358
H  2.55  -0.83  0.27  0.357
H  -0.52  1.22  -1.47  0.576
H  0.81  2.53  0.59  0.358
H  0.24  -1.92  -0.51  0.381
H  -1.64  -0.85  1.59  0.258
H  -1.82  -2.33  0.52  0.252
H  -2.20  -0.86  -1.50  0.276
H  -2.13  0.52  -0.36  0.393